Entry 1:
C3N2O2 | ωB97M-V/def2-TZVPD

Frontier orbital gap in eV: 10.6
E_HOMO in eV: -10.84
Charge: 0
Relative energy (zero: lowest compared OMol25 entry of this formula, charge and spin) in kcal/mol: 78.3

Each line ends with the Löwdin charge.
Positions of all 7 atoms, in Å:
C -0.632099 -0.281655 -0.623477  -0.012
C 1.927018 1.027127 1.185726  -0.007
C -0.994058 -1.297907 0.144029  -0.213
N -1.329844 -2.206533 0.773963  0.187
N -0.394471 0.461607 -1.491814  -0.075
O 1.643266 0.950583 2.275675  0.030
O -0.219812 1.346779 -2.264102  0.090

Forces on atoms 1 to 3 (eV/Å):
0.98 2.31 -2.36
-0.17 -0.05 0.59
-0.80 -2.40 1.56

***

Entry 2:
C3O4Sc | ωB97M-V/def2-TZVPD

Frontier orbital gap (spin up / spin down) in eV: 6.8 / 8.1
E_HOMO (spin up / spin down) in eV: -12.79 / -13.63
Charge: +1

Each line ends with the Löwdin charge.
Positions of all 8 atoms, in Å:
C -3.646423 -0.364372 0.256548  0.402
C -2.380951 0.069534 0.329602  -0.569
O -2.092347 -1.257083 -0.324957  -0.185
O -1.855053 1.158795 -0.247905  -0.152
O 1.984771 -0.057907 -0.100949  0.096
C 3.151210 -0.111293 -0.092863  -0.288
O 4.291210 -0.204857 -0.044098  0.352
Sc -0.142891 0.104259 -0.355539  1.345

Forces on atoms 1 to 3 (eV/Å):
-0.97 -1.80 0.71
1.15 0.57 -4.36
0.18 3.30 1.89

***

Entry 3:
C3O9Rb3V | ωB97M-V/def2-TZVPD

Expectation value of S²: 2.098
Frontier orbital gap (spin up / spin down) in eV: 2.9 / 3.4
Spin multiplicity: 3
E_HOMO (spin up / spin down) in eV: -4.10 / -4.57
Charge: 0

Each line ends with the Löwdin charge.
Positions of all 16 atoms, in Å:
V 2.266840 0.175167 -1.007837  0.895
Rb 0.029071 -0.087010 2.381915  0.976
Rb 5.720998 1.426809 2.434127  0.937
Rb 1.167622 -3.783337 -1.708835  0.855
C -4.361060 2.358739 1.756623  -0.340
O -4.560497 1.229111 1.533925  0.202
O -3.906466 3.444843 2.062867  0.151
O 1.614566 -1.262649 -2.456370  -1.038
C -2.727160 -2.971339 -2.862635  -0.332
O -3.643409 -2.479615 -2.348906  0.222
O -1.729481 -3.427271 -3.408317  0.110
O 1.444229 -1.170313 0.278249  -0.944
C 2.192527 1.707014 0.895004  -0.910
O 3.336494 1.651610 0.222110  -0.265
O 1.104352 1.320002 0.114610  -0.361
O 2.051378 1.868237 2.113473  -0.159

Forces on atoms 1 to 3 (eV/Å):
-4.03 -7.00 -0.11
0.49 -0.04 -0.93
-0.99 0.03 -0.58